*A*
Molecular formula: C4H14O3
Method: DFT, the ωB97M-V functional and the def2-TZVPD basis

```
! RIJCOSX wB97M-V def2-TZVPD def2/J DEFGRID3
* xyz 0 1
H -0.4648 -1.5189 3.3423
O -0.1719 0.4256 -5.5271
H -0.8026 0.1475 -6.1950
H -0.5682 -0.6220 4.8289
C -0.5024 -0.1710 -4.2809
C 0.0619 0.6796 -3.1612
H -1.0834 -0.6970 1.2458
H 1.1431 0.7937 -3.2285
H 1.0477 1.4323 4.7880
H -0.9334 0.2125 3.2786
H 1.7995 -0.7324 4.2387
H -0.3984 1.6690 -3.1778
H -1.5809 -0.2856 -4.1332
O 1.3790 1.2612 3.9005
H -0.0773 -1.1836 -4.2276
C 1.1556 -0.1132 3.6020
O -0.9326 -0.5655 0.3053
C -0.3055 -0.5267 3.7756
H -0.1691 0.2188 -2.1986
H -0.0705 -0.1437 0.2493
H 1.4744 -0.2804 2.5750
*
```

Results
* frontier orbital gap: 10.9 eV
* LUMO level: 0.0262 Ha

natural (NBO) atomic charge list, values in e, 6 entries: H 0.213; O -0.727; H 0.469; H 0.210; C -0.059; C -0.624

---

*B*
Molecular formula: C4H14O3
Method: DFT, the ωB97M-V functional and the def2-TZVPD basis

```
! RIJCOSX wB97M-V def2-TZVPD def2/J DEFGRID3
* xyz 0 1
H 0.1629 -0.9604 0.5734
H -1.3145 1.9083 -2.2766
H 1.4974 -2.3707 -1.8121
H 2.4988 -0.1400 -1.2446
H -0.4732 1.5312 -3.4809
O -1.2833 1.9876 -3.2352
C 0.8087 -1.0929 -0.2861
H -3.0476 -1.4280 2.5802
C 2.7466 -0.0045 0.8659
H -0.5643 0.4819 1.9834
H -3.7776 -0.8170 1.3131
O -0.6934 1.4063 1.7308
C 1.8360 -0.0049 -0.3817
H -0.1917 -2.6832 -0.9836
H 2.7746 -0.9696 1.3546
H -1.3625 1.6306 2.3925
O -3.0889 -0.6918 1.9716
C 0.7144 -2.1331 -1.1095
H 2.4988 0.7721 1.5387
H 3.7750 0.2006 0.6039
H 1.3567 0.9652 -0.5318
*
```

Results
* frontier orbital gap: 10.0 eV
* LUMO level: 0.0166 Ha

natural (NBO) atomic charge list, values in e, 6 entries: H 0.179; H 0.472; H 0.201; H 0.198; H 0.467; O -0.939

---

Which of them is least stable? Easy: *B*.

---

*A*
Molecular formula: C4H14O3
Method: DFT, the ωB97M-V functional and the def2-TZVPD basis

```
! RIJCOSX wB97M-V def2-TZVPD def2/J DEFGRID3
* xyz 0 1
H -0.8162 -1.7917 -2.6081
H 1.3038 1.3958 -3.7915
C -0.6538 -1.2545 1.7600
H 0.1206 -2.2878 3.5312
H 0.7416 0.2788 -2.8817
H -0.8609 -1.3697 0.7033
C -1.1770 -0.1666 2.3294
H 1.3114 -1.7962 2.2079
H -1.7568 0.9144 0.6136
H 1.9746 2.7546 -0.3899
C -2.0361 0.8801 1.6726
H 1.4136 2.1902 -1.6728
H -1.1309 -0.0701 3.4145
H 0.6020 -1.9285 -2.7783
H 0.3801 -3.1387 2.0175
H -3.0926 0.6577 1.7883
C 0.3021 -2.1389 2.4734
H -1.6984 1.8512 2.0350
O -0.0275 -1.4100 -2.2170
O 1.5524 0.7725 -3.1189
O 1.3641 2.9533 -1.0857
*
```

Results
* frontier orbital gap: 9.2 eV
* LUMO level: 0.0125 Ha

natural (NBO) atomic charge list, values in e, 6 entries: H 0.472; H 0.472; C -0.199; H 0.219; H 0.497; H 0.197

---

*B*
Molecular formula: C4H14O3
Method: DFT, the ωB97M-V functional and the def2-TZVPD basis

```
! RIJCOSX wB97M-V def2-TZVPD def2/J DEFGRID3
* xyz 0 1
O 0.6125 2.4939 1.1515
H -1.4095 -1.1255 2.0355
C 1.7069 0.1805 -1.7811
O 0.3236 -0.5148 -0.0363
H 2.1966 -0.3518 -2.6040
H 1.6218 1.2026 -2.1479
H -0.3272 4.1853 0.4480
C -1.5218 -2.2100 2.0198
C 0.3894 -0.5249 -1.4431
H -1.2229 2.6102 0.2834
H 0.2207 3.2205 -0.7676
H -0.0221 -1.3738 0.2385
O -1.4147 -2.5503 0.6490
H -0.7224 -2.6100 2.6442
H -0.3850 0.0797 -1.9175
C -0.2661 3.1236 0.2052
H -2.5044 -2.5128 2.3810
H 0.6956 1.5518 0.9783
H 2.5661 0.0763 -1.1177
H 0.4107 -1.5668 -1.7630
H -0.9479 -3.3836 0.5438
*
```

Results
* frontier orbital gap: 10.5 eV
* LUMO level: 0.0220 Ha

natural (NBO) atomic charge list, values in e, 6 entries: O -0.750; H 0.194; C -0.649; O -0.765; H 0.206; H 0.209

---

Which of them is least stable? Easy: *B*.

---

*A*
Molecular formula: C3H8N2O3S
Method: DFT, the ωB97M-V functional and the def2-TZVPD basis

```
! RIJCOSX wB97M-V def2-TZVPD def2/J DEFGRID3
* xyz 0 1
C 1.6403 0.4464 0.2271
O -3.0658 0.7940 0.3457
H 1.9974 0.7460 1.2179
H 2.0093 -0.6408 0.0541
H -1.2072 -2.9989 -1.6800
O 0.8364 -2.2069 0.7230
H -0.2616 2.0672 1.7198
H 2.3018 1.0841 -0.4202
H -3.6198 0.3233 -0.2588
H -0.9612 2.4661 0.1282
H 0.7741 2.5645 0.2541
O 0.8456 -1.6682 -1.6946
N 0.2707 0.5981 0.1573
C -0.1036 1.9996 0.5466
C -0.5114 -0.3199 -0.1397
S 0.1301 -2.1896 -0.5284
N -1.0750 -3.0649 -0.6521
*
```

Results
* frontier orbital gap (spin up / spin down): 9.1 / 7.3 eV
* LUMO level (spin up / spin down): -0.0531 / -0.0734 Ha

natural (NBO) atomic charge list, values in e, 6 entries: C -0.464; O -0.491; H 0.216; H 0.288; H 0.373; O -0.916

---

*B*
Molecular formula: C3H8N2O3S
Method: DFT, the ωB97M-V functional and the def2-TZVPD basis

```
! RIJCOSX wB97M-V def2-TZVPD def2/J DEFGRID3
* xyz 0 1
S -1.2537 0.8721 -0.1134
O 1.1913 0.2017 2.1734
H 2.3944 -1.2005 0.4585
H 0.9296 0.7667 -1.8465
H -2.8719 0.5286 1.8130
N 1.2824 -1.2474 0.3799
H 0.6707 -0.2397 -3.1219
N 1.2251 -0.1534 -2.2232
O -0.2380 1.8029 -0.5380
O -2.1834 0.4792 -1.1558
C -0.8116 -0.3502 0.9287
C 0.6882 -0.4455 1.2483
H -1.1808 1.2388 2.2854
H 2.2715 -0.3161 -2.1727
H -1.3040 -1.3806 0.9456
H 0.8943 -1.2804 -0.6247
C -1.7042 0.7237 1.5634
*
```

Results
* frontier orbital gap: 10.6 eV
* LUMO level: 0.0202 Ha

natural (NBO) atomic charge list, values in e, 6 entries: S 2.179; O -0.610; H 0.406; H 0.406; H 0.271; N -0.838

---

Which of them is least stable? Easy: *A*.

---

*A*
Molecular formula: C2H3N2OP
Method: DFT, the ωB97M-V functional and the def2-TZVPD basis

```
! RIJCOSX wB97M-V def2-TZVPD def2/J DEFGRID3
* xyz 0 1
P 2.0477 1.0687 0.1418
N -1.7074 -1.9237 -1.5466
H 2.3579 1.1521 1.6719
H -2.5074 0.3996 0.4762
C -1.6466 -0.1019 0.0418
N -1.7390 -1.0511 -0.8032
C 0.7143 0.0943 -0.3193
O -0.3952 0.2899 0.3604
H 2.8759 0.0721 -0.0230
*
```

Results
* frontier orbital gap: 8.6 eV
* LUMO level: -0.0005 Ha

natural (NBO) atomic charge list, values in e, 6 entries: P 0.326; N 0.031; H -0.034; H 0.224; C 0.052; N 0.009

---

*B*
Molecular formula: C2H3N2OP
Method: DFT, the ωB97M-V functional and the def2-TZVPD basis

```
! RIJCOSX wB97M-V def2-TZVPD def2/J DEFGRID3
* xyz 0 1
N 1.0719 0.6063 -0.3621
C -0.3314 -1.1025 0.0608
N 0.8442 -0.5861 -0.0085
H -0.3816 -2.1813 0.0639
H 2.3086 2.0112 -0.2933
C -1.5511 -0.3440 0.1033
O 2.1449 1.2233 0.2447
H -2.4385 -0.9513 0.2000
P -1.6669 1.3244 -0.0088
*
```

Results
* frontier orbital gap (spin up / spin down): 6.8 / 7.0 eV
* LUMO level (spin up / spin down): -0.0448 / -0.0309 Ha

natural (NBO) atomic charge list, values in e, 6 entries: N 0.057; C -0.002; N -0.203; H 0.205; H 0.483; C -0.748

---

Which of them is least stable? Easy: *A*.

---

*A*
Molecular formula: C5H8N2O3
Method: DFT, the ωB97M-V functional and the def2-TZVPD basis

```
! RIJCOSX wB97M-V def2-TZVPD def2/J DEFGRID3
* xyz 0 1
C -0.4438 0.2696 0.8238
H -2.2727 0.5548 -0.3892
H 1.5261 -0.7332 -1.4623
H -1.2369 -1.1900 -2.0781
C -0.6698 -0.5162 -1.4390
H -0.6974 -0.2061 1.7948
O 0.8990 2.1955 1.4483
H -1.8975 -1.1090 0.1902
O -1.0378 2.5807 0.4014
H 0.5758 -2.2070 -0.7723
C -1.4836 -0.1717 -0.2168
N 1.8740 -0.4139 1.0886
N 0.7538 -0.4405 0.4037
C 0.6375 -1.1209 -0.9358
H 1.4729 1.4159 1.6364
C -0.2558 1.7897 0.8545
H -0.5394 0.4088 -2.0129
O 2.7956 -1.1065 0.6646
*
```

Results
* frontier orbital gap: 10.2 eV
* LUMO level: 0.0139 Ha

natural (NBO) atomic charge list, values in e, 6 entries: C -0.182; H 0.257; H 0.239; H 0.227; C -0.426; H 0.244

---

*B*
Molecular formula: C5H8N2O3
Method: DFT, the ωB97M-V functional and the def2-TZVPD basis

```
! RIJCOSX wB97M-V def2-TZVPD def2/J DEFGRID3
* xyz 0 1
C -0.3820 -2.2371 0.5875
C 1.1025 0.9925 -0.6032
C 0.8681 -0.0222 0.5416
H 1.2025 2.0224 -0.2508
H 0.4963 -2.7030 1.0542
H -1.2637 2.8929 -0.0849
H -0.8503 -2.8940 -0.1520
N 0.0152 -1.0163 -0.0734
N -0.1837 1.0403 2.7180
H -1.1362 -2.0407 1.3622
O -1.6121 -0.4257 -1.5473
H -1.5997 1.5397 -1.1510
O 0.4959 0.1117 -1.8670
C 0.2703 0.5777 1.7627
C -0.4157 -0.6937 -1.3312
H 2.1473 0.8889 -0.9265
H 1.8183 -0.4836 0.8478
O -0.9731 2.4502 -0.8866
*
```

Results
* frontier orbital gap: 9.0 eV
* LUMO level: -0.0239 Ha

natural (NBO) atomic charge list, values in e, 6 entries: C -0.406; C -0.033; C -0.169; H 0.254; H 0.199; H 0.479

---

*C*
Molecular formula: C5H8N2O3
Method: DFT, the ωB97M-V functional and the def2-TZVPD basis

```
! RIJCOSX wB97M-V def2-TZVPD def2/J DEFGRID3
* xyz 0 1
H -0.6999 0.9799 -0.2370
H 3.3199 -1.6546 0.0017
C 0.0316 -0.9260 -0.2245
H 3.4859 0.8397 0.0673
O -2.5708 0.3182 -0.8108
H -2.7705 -0.6071 1.1622
H 1.1295 -2.5949 -0.1931
C 1.3551 1.1766 -0.1949
O -1.0366 -1.4989 -0.2023
H -1.5103 0.6519 0.9732
C 2.5319 0.3509 -0.0741
H -3.2878 1.0827 0.9418
H -2.6105 1.2226 -1.1415
C 2.4642 -0.9798 -0.0608
N 0.1816 0.4386 -0.2837
O 1.3565 2.3999 -0.1375
C -2.5935 0.4126 0.5552
N 1.2236 -1.6122 -0.1413
*
```

Results
* frontier orbital gap: 10.1 eV
* LUMO level: 0.0226 Ha

natural (NBO) atomic charge list, values in e, 6 entries: H 0.439; H 0.223; C 0.783; H 0.242; O -0.700; H 0.204

---

Which of them is least stable? Easy: *B*.

---

*A*
Molecular formula: C4H9N2O
Method: DFT, the ωB97M-V functional and the def2-TZVPD basis

```
! RIJCOSX wB97M-V def2-TZVPD def2/J DEFGRID3
* xyz 1 1
H -0.2253 -2.1568 -0.1018
C -1.4499 1.7235 -0.2787
H -1.4304 0.9981 0.5575
H -1.3413 3.4672 -0.9285
C -0.8097 -0.0016 -1.5485
H 2.3318 -0.4803 0.7913
C 1.5791 -1.2464 1.0509
O -1.4242 1.2650 -1.4819
C 0.6275 -1.3368 -0.1956
N -1.6246 2.9815 -0.1147
H -1.6485 3.5197 0.8167
H -1.0057 -0.7274 -2.4479
N -0.1380 -0.1848 -0.5000
H 1.1630 -1.4605 -1.1514
H 1.0553 -1.0460 1.9462
H 2.0496 -2.1278 1.1078
*
```

Results
* frontier orbital gap: 10.1 eV
* LUMO level: -0.1565 Ha

natural (NBO) atomic charge list, values in e, 6 entries: H 0.212; C 0.564; H 0.252; H 0.430; C 0.356; H 0.216

---

*B*
Molecular formula: C4H9N2O
Method: DFT, the ωB97M-V functional and the def2-TZVPD basis

```
! RIJCOSX wB97M-V def2-TZVPD def2/J DEFGRID3
* xyz 1 1
H 0.8740 1.8845 0.0549
H -1.6993 -1.7056 -0.1499
H 2.7515 1.4127 -0.2949
H 0.3130 -2.4567 -0.5696
H -2.6536 1.7624 0.4659
C 1.6252 1.1662 -0.2614
C 1.6172 0.1327 0.7653
N -2.5466 0.7654 0.4864
O 1.1566 -0.9902 0.6338
H 1.1312 0.7497 -1.2202
H -3.4111 0.1515 0.2461
N -1.0049 -0.9528 -0.0875
C 0.3377 -1.3927 -0.4539
H 2.1125 0.1897 1.6587
H 0.6851 -1.0675 -1.3977
C -1.2885 0.3509 0.1241
*
```

Results
* frontier orbital gap: 7.9 eV
* LUMO level: -0.1790 Ha

natural (NBO) atomic charge list, values in e, 6 entries: H 0.330; H 0.391; H 0.281; H 0.233; H 0.417; C -0.760

---

*C*
Molecular formula: C4H9N2O
Method: DFT, the ωB97M-V functional and the def2-TZVPD basis

```
! RIJCOSX wB97M-V def2-TZVPD def2/J DEFGRID3
* xyz 1 1
H 2.0018 -1.2515 -0.7171
H -2.9579 -0.5222 0.0741
C -0.0999 -1.2422 -1.1980
H -0.1726 -2.1780 -1.7080
H -3.0224 0.6157 -1.2368
H 1.6290 1.2052 0.2334
H 0.9220 1.0599 3.4769
H -2.9013 -1.1057 -1.5375
C -2.5080 -0.3075 -0.9137
C -1.0212 -0.2680 -0.9193
O 1.6641 1.0610 2.8629
H 1.9999 1.9627 2.9186
H -0.6472 1.6283 0.0271
N 1.0957 -0.8234 -0.6065
C 0.9585 0.3624 -0.0312
N -0.3007 0.7190 -0.2344
*
```

Results
* frontier orbital gap: 11.1 eV
* LUMO level: -0.1124 Ha

natural (NBO) atomic charge list, values in e, 6 entries: H 0.455; H 0.256; C -0.051; H 0.262; H 0.250; H 0.273

---

*D*
Molecular formula: C4H9N2O
Method: DFT, the ωB97M-V functional and the def2-TZVPD basis

```
! RIJCOSX wB97M-V def2-TZVPD def2/J DEFGRID3
* xyz 1 1
H 3.0898 -1.1805 0.6475
C 2.3086 -0.4404 0.6436
H -3.0122 0.5406 0.7091
O 0.4244 1.7934 -0.0125
C 1.5034 -0.4251 -0.3996
C 0.4523 0.5157 -0.6297
N -1.9999 0.7213 0.6457
H -2.7024 -1.5511 -0.2842
H -0.9630 -1.8065 -0.8937
C -1.2869 -0.1082 -0.0699
H 1.4149 -1.2659 -1.0456
H 0.1762 0.5832 -1.6244
H -1.4832 1.5899 0.9066
H 2.6172 0.3639 1.2520
N -1.6363 -1.2628 -0.4815
H 1.0973 1.9324 0.6365
*
```

Results
* frontier orbital gap: 10.5 eV
* LUMO level: -0.1337 Ha

natural (NBO) atomic charge list, values in e, 6 entries: H 0.227; C -0.293; H 0.424; O -0.702; C -0.290; C 0.168

---

Which of them is least stable? Easy: *B*.